# 1
# C2H4ClN2O2

A 2-piece molecular cluster, C2H4ClN2O2 overall at a distorted geometry (the ωB97M-V functional and the def2-TZVPD basis, the OMol25 dataset).

## Properties
charge = -1
LUMO level (alpha / beta) = 3.51 / 3.51 eV
relative energy (zero: lowest compared OMol25 entry of this formula, charge and spin) = 39.4 kcal per mole
HOMO-LUMO gap (alpha / beta) = 7.1 / 7.1 eV
E_HOMO (alpha / beta) = -0.1310 / -0.1310 Eh

Each line ends with the Löwdin charge.
Element x y z (Å)
C  0.050  -0.511  -0.508  -0.09
C  1.746  0.469  0.694  -0.63
N  -1.152  -0.661  0.161  -0.03
N  -2.243  -0.011  -0.127  -0.55
O  -2.316  0.994  -0.852  -0.07
O  -3.274  -0.478  0.389  -0.09
Cl  3.112  -0.248  -0.043  0.40
H  0.064  0.113  -1.367  0.05
H  0.567  -1.368  -0.615  0.00
H  1.678  0.132  1.771  0.01
H  1.768  1.568  0.497  0.00



# 2
# C2H4ClN3

A 2-piece molecular cluster, C2H4ClN3 overall at a distorted geometry (the ωB97M-V functional and the def2-TZVPD basis, the OMol25 dataset).

## Properties
LUMO level (alpha / beta) = -0.37 / -0.35 eV
relative energy (zero: lowest compared OMol25 entry of this formula, charge and spin) = 129.1 kcal per mole
HOMO-LUMO gap (alpha / beta) = 6.8 / 6.9 eV
E_HOMO (alpha / beta) = -0.2652 / -0.2651 Eh

Each line ends with the Löwdin charge.
Element x y z (Å)
C  0.186  1.692  -0.023  -0.10
C  -0.638  -0.604  -0.152  -0.23
N  -0.387  0.554  -0.180  -0.03
N  2.149  -1.042  1.106  -0.55
N  -1.576  -1.495  -0.521  0.08
Cl  2.710  0.360  1.237  0.60
H  -0.173  2.498  0.430  0.00
H  1.192  1.676  -0.474  0.03
H  -2.130  -1.295  -1.373  0.12
H  -1.332  -2.343  -0.049  0.08



# 3
# C2H4ClN3

One molecule with the formula C2H4ClN3 at a distorted geometry (the ωB97M-V functional and the def2-TZVPD basis, the OMol25 dataset).

## Properties
SMILES = [H]/N=C(/N=C)NCl
LUMO level = -0.14 eV
relative energy (zero: lowest compared OMol25 entry of this formula, charge and spin) = 17.7 kcal per mole
HOMO-LUMO gap = 9.4 eV
E_HOMO = -0.3489 Eh

Each line ends with the Löwdin charge.
Element x y z (Å)
H  -1.712  -1.406  -1.426  0.02
N  -1.242  -1.001  -0.622  0.15
C  -0.376  -0.146  -0.848  -0.49
N  0.271  0.676  0.030  0.02
C  0.209  0.468  1.274  0.01
N  0.050  0.303  -2.386  -0.43
Cl  -1.163  -0.088  -3.532  0.54
H  0.651  1.213  1.920  0.07
H  -0.261  -0.405  1.733  0.09
H  0.221  1.299  -2.354  0.03



# 4
# C2H4ClN5

One molecule with the formula C2H4ClN5 at a distorted geometry (the ωB97M-V functional and the def2-TZVPD basis, the OMol25 dataset).

## Properties
SMILES = NNc1n[nH]nc1Cl
LUMO level = 0.94 eV
relative energy (zero: lowest compared OMol25 entry of this formula, charge and spin) = 3.3 kcal per mole
HOMO-LUMO gap = 9.7 eV
E_HOMO = -0.3221 Eh

Each line ends with the Löwdin charge.
Element x y z (Å)
N  -1.440  -1.537  0.088  -0.03
N  -1.258  -0.200  0.403  -0.09
C  0.039  0.321  0.122  -0.37
N  0.642  1.178  0.913  0.10
N  1.748  1.551  0.221  -0.09
N  1.915  0.934  -0.951  0.06
C  0.827  0.148  -1.012  -0.72
Cl  0.416  -0.715  -2.441  0.67
H  -2.426  -1.639  -0.229  0.10
H  -1.241  -2.148  0.888  0.09
H  -1.731  0.134  1.264  0.14
H  2.510  1.973  0.736  0.15



# 5
# C2H4ClNO

C2H4ClNO as an isolated structure at a distorted geometry (the ωB97M-V functional and the def2-TZVPD basis, the OMol25 dataset).

## Properties
LUMO level = -0.06 eV
relative energy (zero: lowest compared OMol25 entry of this formula, charge and spin) = 114.2 kcal per mole
HOMO-LUMO gap = 7.8 eV
E_HOMO = -0.2889 Eh

Each line ends with the Löwdin charge.
Element x y z (Å)
C  -0.483  -0.711  -0.255  -0.12
C  -1.364  0.352  0.033  -0.03
N  0.419  -1.440  -0.311  0.17
O  1.882  1.193  0.044  -0.88
Cl  2.825  -0.064  0.093  0.57
H  -2.378  0.002  0.322  0.11
H  -1.557  1.164  -0.730  0.13
H  -0.909  0.720  0.903  0.08
H  1.567  -1.216  -0.100  -0.03



# 6
# C2H4ClNO

A 2-piece molecular cluster, C2H4ClNO overall at a distorted geometry (the ωB97M-V functional and the def2-TZVPD basis, the OMol25 dataset).

## Properties
SMILES = N=C=O.CCl
LUMO level = 0.62 eV
relative energy (zero: lowest compared OMol25 entry of this formula, charge and spin) = 13.4 kcal per mole
HOMO-LUMO gap = 11.3 eV
E_HOMO = -0.3928 Eh

Each line ends with the Löwdin charge.
Element x y z (Å)
N  -2.758  1.445  -0.678  0.15
C  -3.007  0.398  -0.114  -0.41
O  -3.341  -0.503  0.559  0.15
H  -2.416  1.557  -1.678  0.12
C  0.510  2.009  1.001  -0.51
Cl  1.162  1.144  -0.444  0.41
H  0.750  3.125  0.788  0.06
H  0.755  1.592  1.981  0.03
H  -0.597  2.055  0.812  0.00



# 7
# C2H4ClNO2

C2H4ClNO2 as an isolated structure at a distorted geometry (the ωB97M-V functional and the def2-TZVPD basis, the OMol25 dataset).

## Properties
LUMO level = 0.80 eV
relative energy (zero: lowest compared OMol25 entry of this formula, charge and spin) = 89.3 kcal per mole
HOMO-LUMO gap = 10.9 eV
E_HOMO = -0.3729 Eh

Each line ends with the Löwdin charge.
Element x y z (Å)
C  0.692  -0.071  1.037  -0.08
C  0.020  0.687  -0.144  -0.55
N  -0.933  -0.715  -0.947  -0.40
O  -1.732  -1.323  -0.304  0.06
O  -0.546  -0.915  -2.052  0.01
Cl  0.970  1.321  -1.481  0.66
H  0.818  0.733  1.737  0.08
H  1.573  -0.343  0.593  0.04
H  0.021  -0.755  1.444  0.06
H  -0.884  1.380  0.118  0.13



# 8
# C2H4ClNO2

A 2-piece molecular cluster, C2H4ClNO2 overall at a distorted geometry (the ωB97M-V functional and the def2-TZVPD basis, the OMol25 dataset).

## Properties
SMILES = C=CCl.O=NO
LUMO level = 0.63 eV
relative energy (zero: lowest compared OMol25 entry of this formula, charge and spin) = 101.5 kcal per mole
HOMO-LUMO gap = 10.4 eV
E_HOMO = -0.3602 Eh

Each line ends with the Löwdin charge.
Element x y z (Å)
C  -1.103  -0.198  -0.971  -0.05
C  -0.829  0.964  -0.445  -0.65
Cl  -0.540  1.492  1.160  0.68
H  -1.403  -0.339  -1.965  0.06
H  -1.066  -0.965  -0.176  0.06
H  -0.890  1.813  -1.116  0.06
O  1.473  -2.087  0.171  0.03
N  1.054  -1.049  0.574  -0.22
O  1.954  -0.281  1.204  -0.08
H  1.350  0.649  1.564  0.12



# 9
# C2H4ClNO3

A 2-piece molecular cluster, C2H4ClNO3 overall at a distorted geometry (the ωB97M-V functional and the def2-TZVPD basis, the OMol25 dataset).

## Properties
LUMO level (alpha / beta) = -2.89 / -1.78 eV
relative energy (zero: lowest compared OMol25 entry of this formula, charge and spin) = 138.0 kcal per mole
HOMO-LUMO gap (alpha / beta) = 6.9 / 8.9 eV
E_HOMO (alpha / beta) = -0.3608 / -0.3932 Eh

Each line ends with the Löwdin charge.
Element x y z (Å)
C  -1.319  0.403  -0.546  0.02
C  -0.483  -0.772  -0.396  -0.37
N  0.955  -0.437  0.200  -0.33
O  1.728  -1.415  0.163  0.05
O  0.625  0.101  1.432  -0.02
O  -0.668  -1.896  -0.585  0.23
Cl  2.308  1.615  -0.526  -0.01
H  -1.040  1.133  0.293  0.13
H  -1.219  0.912  -1.442  0.08
H  -2.349  0.186  -0.546  0.09
H  1.461  0.169  1.951  0.14



# 10
# C2H4ClNOS

One molecule with the formula C2H4ClNOS at a distorted geometry (the ωB97M-V functional and the def2-TZVPD basis, the OMol25 dataset).

## Properties
SMILES = NC(=O)[C@H](S)Cl
LUMO level = 0.50 eV
relative energy (zero: lowest compared OMol25 entry of this formula, charge and spin) = 0.0 kcal per mole
HOMO-LUMO gap = 10.3 eV
E_HOMO = -0.3589 Eh

Each line ends with the Löwdin charge.
Element x y z (Å)
N  -1.393  0.843  0.032  0.09
C  -0.038  0.704  0.086  -0.64
O  0.692  1.607  -0.253  0.04
C  0.382  -0.750  0.326  -0.93
S  2.136  -1.176  0.186  0.70
Cl  -0.753  -1.856  -0.652  0.53
H  -1.903  -0.048  -0.018  0.03
H  -1.735  1.698  -0.516  0.16
H  0.161  -1.038  1.387  0.07
H  2.452  0.016  -0.578  -0.05



# 11
# C2H4ClNS

One molecule with the formula C2H4ClNS at a distorted geometry (the ωB97M-V functional and the def2-TZVPD basis, the OMol25 dataset).

## Properties
SMILES = S/N=C\CCl
LUMO level = 0.63 eV
relative energy (zero: lowest compared OMol25 entry of this formula, charge and spin) = 32.6 kcal per mole
HOMO-LUMO gap = 9.9 eV
E_HOMO = -0.3408 Eh

Each line ends with the Löwdin charge.
Element x y z (Å)
S  1.702  -1.312  -0.152  0.74
N  0.298  -1.154  -1.101  -0.37
C  -0.733  -0.480  -0.669  -0.33
C  -0.692  0.225  0.587  -0.64
Cl  -1.231  1.916  0.651  0.56
H  2.503  -1.599  -1.204  -0.13
H  -1.617  -0.524  -1.329  0.12
H  -1.126  -0.235  1.378  0.04
H  0.395  0.393  0.721  0.01



# 12
# C2H4ClO2S

An isolated ion of composition C2H4ClO2S and charge -1 at a distorted geometry (the ωB97M-V functional and the def2-TZVPD basis, the OMol25 dataset).

## Properties
charge = -1
LUMO level = 4.08 eV
relative energy (zero: lowest compared OMol25 entry of this formula, charge and spin) = 11.0 kcal per mole
HOMO-LUMO gap = 8.5 eV
E_HOMO = -0.1609 Eh

Each line ends with the Löwdin charge.
Element x y z (Å)
C  0.029  0.354  1.115  -0.09
C  -0.174  0.703  -0.386  -0.67
O  -0.866  -1.791  -0.599  -0.56
O  -1.407  0.717  -0.965  -0.34
S  -0.389  -0.703  -1.403  0.60
Cl  1.768  -1.471  -1.417  -0.18
H  -0.316  0.990  1.870  0.04
H  1.148  0.310  1.073  0.07
H  -0.224  -0.672  1.304  0.04
H  0.433  1.565  -0.593  0.09



> Which value of relative energy (zero: lowest compared OMol25 entry of this formula, charge and spin) does entry 8 give?

101.5 kcal per mole